The following is a DFT calculation (wB97M-V/def2-TZVPD) of C13H20BrCuNO5 as an isolated structure.

```
! wB97M-V def2-TZVPD RIJCOSX def2/J DEFGRID3
* xyz 2 2
Br -0.13 -3.27 1.35
Cu 0.15 -0.61 0.18
O 1.70 -0.76 -1.25
O -1.66 0.43 -0.08
O 0.45 -1.39 6.13
O 0.81 1.50 -0.04
O -0.77 -1.64 -1.49
N 0.28 -0.69 2.11
C 1.99 1.56 -0.87
C 0.56 0.18 4.31
C 1.49 -1.90 -2.10
C -2.64 -0.51 -0.57
C 0.40 -1.11 4.84
C 0.49 0.34 2.95
C 0.14 -1.91 2.64
C -1.43 1.56 -0.94
C -2.12 -1.23 -1.79
C 0.19 -2.19 3.97
C 1.94 0.48 -1.93
C -0.30 2.35 -0.34
C 0.07 -1.89 -2.62
H -1.19 1.23 -1.95
H 2.90 0.43 -2.46
H -0.08 -1.10 -3.36
H 0.73 1.03 4.95
H -2.74 -2.10 -2.01
H 0.61 1.32 2.49
H 1.66 -2.77 -1.47
H 1.14 0.67 -2.66
H 0.00 3.15 -1.02
H -2.33 2.18 -0.98
H -0.17 -2.84 -3.08
H -2.80 -1.21 0.25
H 2.21 -1.91 -2.91
H 0.07 -3.19 4.36
H -0.61 2.80 0.60
H 2.08 2.54 -1.33
H -2.10 -0.59 -2.68
H -3.58 0.00 -0.79
H 2.83 1.39 -0.21
H 0.60 -0.61 6.68
*
```

Properties
**E_tot**: -140199.00658 eV
**Strongest force on any atom**: 0.4 eV Å⁻¹
**HOMO-LUMO gap (spin up / spin down)**: 10.606 / 7.338 eV
**HOMO energy (spin up / spin down)**: -16.299 / -16.261 eV
**Expectation value of S²**: 0.752

The following is a DFT calculation (wB97M-V/def2-TZVPD) of an isolated ion of composition C13H20ClF3N3O6S and charge +1 in a non-equilibrium geometry.

```
! wB97M-V def2-TZVPD RIJCOSX def2/J DEFGRID3
* xyz 1 1
Cl -1.77 1.13 -2.46
S -3.19 -0.10 0.66
F -4.17 2.32 0.82
F -5.65 0.72 1.21
F -4.15 1.22 2.68
O -3.04 -1.16 1.63
O -3.71 -0.64 -0.57
O 0.12 3.58 0.00
O 1.08 -3.72 -1.62
O -0.23 -2.56 -3.01
O 0.13 5.06 -1.56
N -0.35 0.27 0.67
N 0.84 4.38 -0.96
N 1.37 1.88 2.44
C -1.67 0.88 0.40
C 2.33 -3.05 -1.40
C 0.00 -0.96 1.40
C -0.86 -2.23 -0.79
C 2.51 1.25 1.71
C -0.08 2.30 -0.55
C 0.54 1.07 0.18
C -1.55 1.82 -0.83
C 2.06 0.99 0.22
C -0.27 -2.31 0.66
C 0.05 -2.85 -1.90
C 2.73 -2.03 -2.50
C -4.43 1.12 1.38
H 2.75 0.29 2.22
H 2.48 0.06 -0.22
H 2.44 1.86 -0.36
H 1.55 2.87 2.60
H 3.40 1.91 1.78
H 2.65 -2.44 -3.53
H 2.06 -1.13 -2.49
H 3.10 -3.85 -1.41
H 2.36 -2.53 -0.42
H -1.78 -2.87 -0.80
H 0.40 2.29 -1.56
H -0.60 -0.95 2.34
H -0.98 -2.89 1.28
H 1.05 -0.95 1.74
H -1.18 -1.24 -1.15
H 1.17 1.39 3.30
H -2.18 2.72 -0.74
H -1.74 1.64 1.22
H 0.66 -2.91 0.66
H 3.76 -1.63 -2.33
*
```

Properties
**E_tot**: -62057.90098 eV
**Strongest force on any atom**: 4.2 eV Å⁻¹
**HOMO-LUMO gap**: 8.490 eV
**SMILES**: CCOC(=O)CCC[N+]1=C(CCN)[C@H](ON=O)[C@@H](Cl)[C@H]1S(=O)(=O)C(F)(F)F
**HOMO energy**: -12.930 eV

The following is a DFT calculation (wB97M-V/def2-TZVPD) of C13H20ClNO2 in the gas phase.

```
! wB97M-V def2-TZVPD RIJCOSX def2/J DEFGRID3
* xyz 0 1
Cl -2.01 3.12 -0.58
O 2.02 -1.20 -2.31
O -0.96 0.95 -2.09
N 2.73 0.74 -0.08
C 1.12 -0.29 -1.71
C 1.83 0.97 -1.19
C 2.22 0.97 1.26
C -3.01 -2.67 0.60
C -3.12 1.10 0.82
C -0.01 0.09 -2.68
C -1.96 -0.85 -0.77
C 3.39 0.85 2.23
C -2.31 1.46 -0.24
C -1.72 0.49 -1.06
C -3.34 -0.24 1.09
C -2.77 -1.23 0.30
C 1.08 0.04 1.70
H 3.74 -0.18 2.27
H 3.09 1.16 3.23
H 3.14 -0.19 -0.15
H 0.40 0.68 -3.51
H -1.53 -1.62 -1.38
H -3.96 -0.52 1.93
H -3.56 1.87 1.43
H -2.55 -3.31 -0.14
H 0.69 -0.85 -0.87
H 0.83 0.23 2.74
H 1.09 1.71 -0.90
H 2.54 -0.72 -2.97
H -2.59 -2.92 1.58
H 0.18 0.22 1.11
H 1.85 2.00 1.28
H 1.37 -1.00 1.59
H -0.47 -0.81 -3.10
H -4.08 -2.88 0.63
H 4.21 1.49 1.90
H 2.42 1.38 -2.02
*
```

Properties
**E_tot**: -31912.90391 eV
**ΔE to the lowest compared entry with this formula, charge and spin**: 16.9 kJ/mol
**Strongest force on any atom**: 0.8 eV Å⁻¹
**HOMO-LUMO gap**: 9.249 eV
**SMILES**: Cc1ccc(Cl)c(OC[C@@H](O)CNC(C)C)c1
**HOMO energy**: -8.486 eV

The following is a DFT calculation (wB97M-V/def2-TZVPD) of C13H20F2N7O2Tl as an isolated structure.

```
! wB97M-V def2-TZVPD RIJCOSX def2/J DEFGRID3
* xyz 2 1
Tl -1.39 0.58 0.08
F -4.26 0.84 -0.08
F -3.77 -1.05 0.85
O 0.68 0.94 -0.28
O -1.69 2.69 -0.56
N -1.98 4.88 -0.97
N -2.25 3.35 -2.67
N -1.48 1.28 2.32
N -0.88 2.42 2.64
N -1.90 1.64 4.43
N -1.15 2.58 3.89
N -0.63 3.59 4.63
C 2.23 -5.35 -1.49
C -1.96 3.61 -1.39
C 2.78 -2.96 -1.98
C 2.09 -3.90 -1.20
C -3.45 -0.22 -0.15
C 0.35 -1.71 1.34
C -2.09 0.82 3.42
C 3.47 -0.65 -2.59
C 2.68 -1.60 -1.74
C 1.70 0.25 -0.56
C 1.13 -2.10 0.12
C 1.81 -1.16 -0.70
C 1.29 -3.44 -0.15
H -0.54 4.43 4.06
H 3.41 -3.30 -2.79
H -2.40 4.09 -3.34
H -1.19 3.70 5.47
H 2.83 0.09 -3.09
H 4.20 -0.10 -2.00
H 1.65 -5.61 -2.37
H -2.11 2.42 -3.02
H 4.01 -1.19 -3.36
H 0.46 -0.66 1.61
H -2.66 -0.09 3.49
H -2.21 5.65 -1.57
H -0.72 -1.95 1.23
H 1.88 -5.96 -0.66
H -3.53 -0.72 -1.11
H 2.58 0.86 -0.77
H -1.78 5.06 0.00
H 0.69 -2.29 2.20
H 0.80 -4.17 0.49
H 3.27 -5.60 -1.69
*
```

Properties
**E_tot**: -38442.81192 eV
**ΔE to the lowest compared entry with this formula, charge and spin**: 4.8 kJ/mol
**Strongest force on any atom**: 0.6 eV Å⁻¹
**HOMO-LUMO gap**: 8.039 eV
**HOMO energy**: -14.952 eV